C22H36HfO2P2 | ωB97M-V with the def2-TZVPD basis set

Properties
- LUMO energy (Eh) = -0.2852
- total energy (eV) = -47354.3120
- HOMO level (hartree) = -0.5167
- energy above the lowest of the compared OMol25 structures with the same formula, charge and spin (kcal/mol) = 173.9
- net charge = +2

XYZ file:
```
63
C22H36HfO2P2, DFT ωB97M-V with the def2-TZVPD basis set
P 0.354 1.255 2.129
P -1.202 -1.846 -1.272
C -0.680 1.132 0.570
C -1.618 -0.099 0.173
H 0.098 1.492 -0.227
H -1.323 1.972 0.365
H -2.081 -0.602 1.034
H -2.474 0.211 -0.492
C -0.739 -1.775 -3.049
H -0.848 -2.860 -3.272
H 0.323 -1.474 -3.227
H -1.475 -1.097 -3.562
C -2.891 -2.423 -1.537
H -3.234 -2.141 -2.557
H -3.607 -2.093 -0.757
H -2.783 -3.526 -1.415
C 1.685 2.559 2.075
H 2.240 2.334 2.992
H 1.378 3.609 2.140
H 2.374 2.460 1.221
C -0.854 1.928 3.265
H -1.839 1.511 3.074
H -0.902 3.016 3.161
H -0.541 1.676 4.282
Hf 0.914 -0.220 -0.237
C -1.251 1.906 -2.006
C 0.033 1.541 -2.345
C 0.789 2.531 -3.211
C 0.788 3.885 -2.499
C 0.941 3.588 -1.022
C -0.035 3.752 -0.133
C -1.476 3.982 -0.481
C -1.845 3.285 -1.806
C 2.654 -0.093 1.457
H -2.045 1.141 -1.988
H 0.497 0.523 -2.278
H 0.294 2.635 -4.187
H 1.814 2.191 -3.371
H 1.592 4.536 -2.866
H -0.151 4.427 -2.723
H 1.947 3.288 -0.727
H 0.130 3.854 0.936
H -1.740 5.060 -0.554
H -2.107 3.577 0.335
H -2.926 3.131 -1.755
H -1.701 3.968 -2.655
H 2.230 -0.659 2.302
H 3.240 0.730 1.918
H 3.395 -0.725 0.953
O 1.732 -2.338 -0.279
C 1.086 -2.690 0.777
O 0.463 -1.745 1.389
C 1.077 -4.033 1.334
C 1.981 -5.000 0.903
C 1.874 -6.294 1.411
C 0.868 -6.617 2.368
C 0.145 -5.549 2.963
C 0.225 -4.277 2.422
H 2.753 -4.640 0.202
H 2.579 -7.041 1.042
H 0.674 -7.666 2.631
H -0.493 -5.739 3.834
H -0.308 -3.424 2.832
```